[1]
Below is a structure of composition C39H35ClN2Si2Ti, with properties calculated with ωB97M-V/def2-TZVPD.

The energy relative to the best compared isomer or geometry (same formula, charge and spin) comes out at 0.0 kJ/mol. The calculation puts the orbital gap (spin up / spin down) at 4.304 / 4.294 eV. As for the multiplicity: 2. The expectation value of S² is 0.7541. As for the total charge: +1.

Atoms and positions in Å:
C1 -2.497008 -0.957586 3.553803
C2 -2.753413 -0.182796 2.380813
C3 -2.235188 -0.895263 1.255034
H1 -3.319065 0.740794 2.312913
C4 -1.638613 -2.118365 1.746282
C5 -1.785344 -2.137295 3.169003
H2 -1.479689 -2.971236 3.799927
H3 -2.852395 -0.719029 4.554269
H4 -2.393910 -0.611949 0.221088
H5 -1.229815 -2.922271 1.150854
Ti1 -0.505732 -0.400643 2.452202
Si1 -0.974901 -1.032388 -2.033756
C6 -0.717601 0.637909 -2.860888
C7 0.295423 0.787721 -3.820798
H6 1.029173 -0.011641 -3.987948
C8 0.408057 1.970456 -4.560119
H7 1.233195 2.097017 -5.268383
C9 -0.536502 2.982544 -4.387981
H8 -0.487127 3.879843 -5.007662
C10 -1.548775 2.842991 -3.439580
H9 -2.251583 3.665298 -3.285089
C11 -1.637382 1.678107 -2.675745
H10 -2.406629 1.579958 -1.911980
C12 -1.055953 -1.989526 -3.675498
C13 -2.041668 -1.717891 -4.642387
H11 -2.904148 -1.102511 -4.381253
C14 -1.899391 -2.190444 -5.953065
H12 -2.603948 -1.892160 -6.729788
C15 -0.847323 -3.050707 -6.285266
H13 -0.746427 -3.441811 -7.299837
C16 0.068945 -3.420824 -5.298610
H14 0.868960 -4.130783 -5.518294
C17 -0.024337 -2.867147 -4.011186
H15 0.727295 -3.117314 -3.260817
H16 -2.336396 -1.181066 -1.490066
Si2 2.453988 0.170886 -1.571634
C18 1.764691 -1.533869 -1.396706
C19 0.351387 -1.820559 -0.943009
H17 0.178875 -1.289538 0.011890
C20 -0.059255 -3.240849 -0.842389
H18 -1.122391 -3.473599 -0.671836
C21 0.866828 -4.246018 -0.941980
H19 0.558198 -5.286262 -0.806130
C22 2.213998 -3.942293 -1.194126
H20 2.933125 -4.757717 -1.220336
C23 2.641278 -2.625712 -1.385840
H21 3.709109 -2.443713 -1.514003
C24 1.626315 1.815753 -1.069222
C25 0.381415 2.003767 -0.433663
H22 -0.194440 1.130431 -0.109171
C26 -0.182240 3.267220 -0.272932
H23 -1.185107 3.361375 0.151780
C27 0.499344 4.402334 -0.718859
H24 0.064448 5.395312 -0.570859
C28 1.726585 4.250022 -1.374059
H25 2.238089 5.130011 -1.780025
C29 2.292258 2.978377 -1.532028
H26 3.256000 2.873585 -2.044002
H27 3.822542 0.217411 -1.256319
Cl1 1.584701 -0.197462 1.537568
C30 -1.022487 3.830146 3.499244
C31 -0.359537 3.932699 4.726208
C32 0.203882 2.783247 5.281929
C33 0.115079 1.562049 4.601942
N1 -0.581707 1.481261 3.418326
C34 -1.182002 2.582791 2.911516
C35 0.739595 0.314278 5.062304
C36 1.600371 0.239665 6.168313
C37 2.240561 -0.956464 6.490408
C38 1.991661 -2.072497 5.683808
C39 1.116837 -1.966321 4.607258
N2 0.485452 -0.806289 4.313413
H28 -1.437636 4.706528 3.007671
H29 -0.273747 4.887125 5.240221
H30 0.708572 2.794865 6.247195
H31 -1.774806 2.434730 2.007447
H32 1.759792 1.147085 6.744695
H33 2.926158 -1.009649 7.338018
H34 2.479745 -3.026101 5.861143
H35 0.923689 -2.798008 3.926624

Atomic forces in eV per Å
-0.1 -0.1 -0.5
-0.4 -1.1 -0.3
-1.2 -1.0 0.7
0.2 -0.2 0.1
-1.7 0.1 0.3
-0.9 0.0 -1.0
0.0 0.5 -0.1
0.4 0.1 -0.2
0.3 0.0 0.3
0.2 0.2 0.1
3.0 1.1 0.8
-0.2 -0.5 -2.8
-0.3 0.2 0.3
0.2 0.3 -0.2
-0.5 0.3 0.0
-0.1 -0.2 0.1
-0.4 -0.1 0.2
0.1 0.0 0.0
0.0 -0.2 0.3
-0.1 0.0 0.0
0.1 -0.3 -0.1
0.4 0.1 -0.4
0.0 0.1 -0.1
-0.1 -0.5 0.2
0.4 0.0 -0.3
0.2 0.0 -0.1
-0.1 -0.1 0.3
0.0 -0.1 0.3
0.1 0.0 0.4
-0.1 0.2 0.3
-0.1 0.1 0.2
-0.2 0.3 0.0
0.1 -0.1 -0.5
-0.1 0.0 -0.4
0.0 0.3 0.3
-2.4 -1.4 0.8
-0.2 2.5 0.9
-0.6 0.9 -0.6
0.1 -0.3 -0.1
0.7 -1.6 0.3
0.6 0.0 -0.3
-2.3 0.6 0.4
0.1 0.3 -0.2
1.9 1.5 -0.2
0.0 0.3 0.1
0.5 -2.2 -0.2
-0.2 -0.1 -0.2
0.1 0.4 -0.4
0.2 0.0 -0.2
0.2 0.3 -0.1
0.3 0.0 0.0
0.3 0.0 -0.1
0.2 -0.2 -0.1
0.2 -0.4 -0.2
0.0 0.0 0.2
-0.2 -0.4 0.2
-0.4 -0.2 0.2
-0.4 0.1 0.1
1.5 0.0 0.0
-0.1 0.1 0.8
-0.2 0.1 0.2
0.1 -0.5 -0.3
0.0 -0.5 0.0
-0.9 1.0 -1.1
0.0 0.9 1.0
0.8 -0.4 0.5
0.5 -1.7 0.2
-0.3 0.2 -0.3
-0.4 0.0 -0.5
0.0 0.0 0.0
-0.2 1.0 0.2
0.8 0.5 0.8
0.0 -0.2 0.2
0.0 -0.2 -0.1
-0.2 0.3 -0.3
0.3 0.1 0.3
0.2 -0.3 0.0
-0.2 0.0 -0.3
-0.1 0.2 0.0
0.1 0.2 0.3

***

[2]
Below is a structure of composition C39H35F6IrN6O8S3, with properties calculated with ωB97M-V/def2-TZVPD.

The energy relative to the best compared isomer or geometry (same formula, charge and spin) comes out at 335.5 kJ/mol. The calculation puts the orbital gap (spin up / spin down) at 6.432 / 6.372 eV. As for the multiplicity: 2. The expectation value of S² is 0.7614. As for the total charge: +1.

Atoms and positions in Å:
Ir1 1.026258 1.205228 0.547320
O1 0.725316 1.763567 -1.446456
C1 -0.477353 2.171946 -1.886514
C2 -0.892272 1.804554 -3.172304
C3 -2.127815 2.176427 -3.667339
C4 -3.012996 2.945462 -2.904484
C5 -2.588487 3.392659 -1.679622
C6 -1.330103 3.029336 -1.180135
C7 -0.753303 3.694041 -0.058648
N1 0.331608 3.282538 0.466837
C8 1.196504 4.150408 1.207624
C9 2.506064 3.940062 0.520582
N2 2.758489 2.494697 0.597265
C10 3.977990 2.107274 0.459748
C11 4.491515 0.828818 0.773578
C12 5.799936 0.456758 0.411694
C13 6.315832 -0.742316 0.824547
C14 5.535096 -1.552768 1.663829
C15 4.264179 -1.178372 2.048373
C16 3.700920 0.007685 1.569298
O2 2.449068 0.324572 1.882335
H1 -0.205904 1.238897 -3.784477
H2 -2.406690 1.869203 -4.670509
H3 -3.987056 3.217671 -3.291504
H4 -3.224405 4.037914 -1.080578
H5 -1.174222 4.653005 0.248895
H6 0.883237 5.193988 1.190325
H7 1.278629 3.809475 2.234429
H8 2.476415 4.259277 -0.522234
H9 3.280436 4.499985 1.044884
H10 4.709211 2.855919 0.153246
H11 6.392661 1.129465 -0.204099
H12 7.310749 -1.048891 0.526418
H13 5.939730 -2.495211 2.013960
H14 3.662655 -1.792199 2.707174
C17 -3.577459 -3.235294 2.287494
O3 -2.958952 -2.805833 1.068232
C18 -1.747989 -3.296217 0.759222
C19 -1.023383 -4.169794 1.561862
C20 0.162586 -4.723568 1.109525
C21 0.645207 -4.429948 -0.158351
C22 -0.075153 -3.568346 -0.963564
C23 -1.246982 -2.984393 -0.506014
N3 -2.055202 -2.255644 -1.444568
C24 -2.948478 -1.304464 -1.250693
C25 -3.053466 -0.302185 -0.267692
C26 -4.396675 0.110201 -0.001109
C27 -4.691010 1.064296 0.912109
C28 -3.617926 1.712053 1.561006
C29 -2.321570 1.404105 1.270873
C30 -1.961692 0.372834 0.366329
O4 -0.716705 0.126711 -0.005085
H15 -4.544078 -2.743192 2.313677
H16 -2.987316 -2.925983 3.146735
H17 -3.718939 -4.317535 2.286850
H18 -1.384051 -4.409824 2.552492
H19 0.700836 -5.410639 1.751121
H20 1.557575 -4.882971 -0.522948
H21 0.260584 -3.362474 -1.976181
H22 -2.081557 -2.691739 -2.355630
H23 -3.732083 -1.304194 -2.006067
H24 -5.198435 -0.420002 -0.505931
H25 -5.715612 1.318178 1.147208
H26 -3.820475 2.483414 2.297896
H27 -1.524589 1.929207 1.766714
F1 0.241061 -2.167940 4.617255
C31 0.822409 -1.235590 3.854330
F2 1.960499 -0.883709 4.390808
F3 1.066067 -1.779695 2.651533
S1 -0.502371 0.053131 3.532048
O5 0.125791 1.133008 2.717482
O6 -1.451191 -0.769598 2.847255
N4 -1.122364 0.616841 4.859218
S2 -0.213075 1.614360 5.750638
O7 1.166657 1.223390 5.700463
O8 -0.845664 1.876957 6.998192
C32 -0.230749 3.281751 4.901817
F4 -0.438289 4.222467 5.810408
F5 0.959073 3.516139 4.336846
F6 -1.179674 3.392014 3.960555
N5 2.587025 -0.226533 -3.114948
C33 1.657285 -0.590501 -2.253292
S3 2.098136 -0.653823 -0.557282
N6 0.489913 -1.066399 -2.658633
C34 0.122710 -1.536892 -3.964496
C35 -1.217717 -1.498326 -4.335914
C36 -1.613503 -1.993711 -5.568331
C37 -0.679477 -2.539012 -6.438851
C38 0.654141 -2.589057 -6.062869
C39 1.059836 -2.097666 -4.827147
H28 3.408034 0.210382 -2.726402
H29 2.341790 0.001155 -4.068659
H30 -0.218828 -1.061560 -1.924152
H31 -1.940803 -1.053733 -3.665943
H32 -2.658590 -1.946154 -5.853385
H33 -0.992752 -2.940014 -7.395450
H34 1.390527 -3.024874 -6.726321
H35 2.095188 -2.194639 -4.525746

Atomic forces in eV per Å
1.3 1.5 -4.0
-0.4 0.1 0.2
0.4 -0.4 -0.1
0.1 -0.1 -0.2
0.0 -0.1 0.0
0.0 -0.1 -0.2
0.0 0.1 0.2
-0.3 -0.2 0.2
0.0 0.2 -0.1
-1.1 -0.8 1.8
-0.1 0.3 0.4
0.5 0.1 0.0
-0.4 -0.6 -0.5
0.1 0.4 0.0
0.4 0.1 -0.3
0.0 0.2 -0.1
0.0 -0.1 0.0
-0.1 0.1 0.0
0.0 -0.4 0.3
-0.8 0.0 0.3
0.1 -0.4 0.6
0.0 -0.1 -0.1
0.0 0.0 0.1
0.1 0.0 0.0
0.1 0.0 0.0
0.2 0.1 -0.1
-0.1 0.0 -0.1
0.0 0.0 0.1
-0.1 0.0 0.0
0.2 -0.1 -0.1
0.0 0.1 0.1
-0.1 0.0 0.1
-0.1 0.0 0.1
0.0 0.0 0.0
0.1 0.0 -0.1
0.1 0.0 -0.1
-0.1 0.0 0.1
-0.2 -0.1 0.1
0.1 0.0 0.2
0.0 0.0 0.0
0.0 0.0 0.0
0.1 0.0 -0.2
0.0 0.2 -0.2
0.2 -0.2 0.4
0.0 0.1 0.1
0.0 0.0 0.0
0.1 -0.3 -0.2
0.0 0.2 0.3
-0.1 0.0 0.0
0.1 0.0 -0.1
0.4 0.1 -0.3
-0.6 -0.1 0.8
0.0 0.0 0.0
0.0 0.1 0.0
0.0 0.0 0.0
0.0 0.0 -0.1
0.0 0.1 0.0
0.0 0.0 0.0
0.0 -0.1 0.2
-0.2 -0.2 0.0
0.0 0.0 0.0
0.1 0.1 0.0
0.0 0.0 0.0
0.0 -0.1 -0.1
-0.1 0.0 0.0
0.1 0.1 0.1
-0.3 -0.2 -0.3
0.1 0.2 0.1
-0.1 -0.2 0.1
0.2 0.7 -0.1
0.2 -0.6 0.7
-0.2 -0.2 0.1
0.5 0.2 -0.2
0.4 -0.4 0.1
-0.2 0.2 0.1
-0.3 -0.2 -0.2
0.0 0.0 0.1
0.0 0.1 0.0
-0.1 0.0 -0.1
0.0 0.0 -0.1
0.2 0.4 -0.1
-0.4 0.0 0.4
-0.2 -0.2 0.2
-0.2 0.1 -0.3
0.1 0.2 0.2
0.0 0.2 -0.1
-0.1 0.0 0.0
0.0 0.0 0.0
0.0 0.0 0.1
0.1 -0.1 0.0
0.0 -0.1 0.0
0.1 -0.2 -0.1
0.2 -0.1 -0.1
0.0 0.2 -0.1
0.1 0.0 0.0
0.0 0.1 0.1
0.0 0.0 0.0
-0.1 0.0 -0.1